{
  "formula": "C16H48O12",
  "method": "ωB97M-V/def2-TZVPD",
  "e_homo_ev": -9.798,
  "smiles": "OCCO.OCCO.OCCO.OCCO.CCO.CCO.CCO.CCO",
  "multiplicity": 1,
  "de_lowest_kj_mol": 65.9,
  "energy_ha": -1541.159937,
  "largest_force_ev_per_a": 2.96,
  "orbital_gap_ev": 10.174,
  "elements": ["O", "O", "O", "O", "O", "O", "O", "O", "O", "O", "O", "O", "C", "C", "C", "C", "C", "C", "C", "C", "C", "C", "C", "C", "C", "C", "C", "C", "H", "H", "H", "H", "H", "H", "H", "H", "H", "H", "H", "H", "H", "H", "H", "H", "H", "H", "H", "H", "H", "H", "H", "H", "H", "H", "H", "H", "H", "H", "H", "H", "H", "H", "H", "H", "H", "H", "H", "H", "H", "H", "H", "H", "H", "H", "H", "H"],
  "coordinates": [[1.11, 0.39, -3.55], [-3.35, -1.98, -0.62], [-0.09, 2.05, 2.70], [-3.48, 0.96, 0.21], [3.61, -5.90, 5.03], [-4.92, -4.28, -1.44], [1.20, -0.68, -1.08], [-0.38, 2.82, -2.46], [5.19, 0.89, 2.93], [-2.87, 2.37, 2.25], [-0.79, 5.08, -0.91], [1.95, 0.81, 1.17], [-0.17, -0.90, -0.60], [2.19, -0.02, -4.29], [-4.54, -2.47, 0.05], [-4.98, 1.03, -1.61], [0.73, 3.58, -2.04], [3.04, 0.31, 2.02], [-0.64, 2.50, 1.47], [-5.53, -3.15, -0.88], [4.09, 1.40, 2.19], [0.33, 4.96, -1.78], [1.97, 0.39, -5.72], [-0.08, -1.72, 0.71], [5.74, -4.82, 4.30], [4.81, -6.01, 4.28], [-3.98, 1.80, -0.79], [-1.89, 3.25, 1.69], [-1.07, -2.13, 0.89], [-4.38, 2.67, -0.29], [2.86, 0.14, -6.33], [2.24, -1.08, -4.30], [-3.29, 0.06, -0.13], [-0.69, 0.07, -0.56], [-5.33, 1.77, -2.35], [0.32, -0.97, 1.46], [1.30, 3.25, -1.18], [-0.09, 1.95, -2.74], [5.18, -3.99, 3.90], [-5.74, 0.60, -0.99], [4.57, 1.64, 1.24], [-0.61, -1.57, -1.34], [6.59, -5.04, 3.65], [1.18, 0.03, -2.64], [1.60, -0.05, -0.45], [0.22, 5.52, -2.77], [1.19, 1.08, 1.75], [-2.21, 3.65, 0.73], [-3.10, 1.71, 1.52], [-5.01, -1.55, 0.52], [-1.88, 4.10, 2.41], [5.31, -6.90, 4.72], [-5.32, -4.58, -2.29], [1.17, 5.48, -1.34], [3.09, 0.40, -3.88], [-0.80, 1.62, 0.84], [-3.17, 2.07, -1.43], [1.44, 3.62, -2.87], [1.11, -0.09, -6.15], [3.49, -0.56, 1.53], [-4.24, -3.10, 0.90], [4.57, -6.36, 3.22], [3.07, -5.19, 4.68], [-0.90, 1.66, 3.17], [5.02, 1.05, 3.86], [-6.40, -3.44, -0.30], [-3.02, -2.81, -1.08], [6.26, -4.63, 5.25], [3.74, 2.36, 2.60], [2.67, 0.12, 3.06], [-5.75, -2.41, -1.64], [0.17, 3.03, 0.92], [1.79, 1.48, -5.78], [0.61, -2.51, 0.53], [-4.49, 0.30, -2.24], [-1.55, 4.87, -1.48]]
}



{
  "formula": "C28H84O14",
  "method": "ωB97M-V/def2-TZVPD",
  "e_homo_ev": -9.682,
  "multiplicity": 1,
  "de_lowest_kj_mol": 292.9,
  "energy_ha": -2170.368626,
  "largest_force_ev_per_a": 2.48,
  "orbital_gap_ev": 10.059,
  "elements": ["O", "O", "O", "O", "O", "O", "O", "O", "O", "O", "O", "O", "O", "O", "C", "C", "C", "C", "C", "C", "C", "C", "C", "C", "C", "C", "C", "C", "C", "C", "C", "C", "C", "C", "C", "C", "C", "C", "C", "C", "C", "C", "H", "H", "H", "H", "H", "H", "H", "H", "H", "H", "H", "H", "H", "H", "H", "H", "H", "H", "H", "H", "H", "H", "H", "H", "H", "H", "H", "H", "H", "H", "H", "H", "H", "H", "H", "H", "H", "H", "H", "H", "H", "H", "H", "H", "H", "H", "H", "H", "H", "H", "H", "H", "H", "H", "H", "H", "H", "H", "H", "H", "H", "H", "H", "H", "H", "H", "H", "H", "H", "H", "H", "H", "H", "H", "H", "H", "H", "H", "H", "H", "H", "H", "H", "H"],
  "coordinates": [[1.04, 4.46, -1.99], [-1.51, 0.05, -0.11], [-1.48, 1.25, -6.73], [-3.64, 1.52, 2.51], [-2.47, -2.83, -3.18], [-4.73, -1.10, -3.06], [-0.83, -6.58, 3.47], [3.67, -4.39, 3.53], [-0.24, 1.04, 5.34], [5.69, -0.34, -4.05], [3.57, 2.81, 3.90], [-0.80, 2.88, -0.24], [-3.45, -1.18, 1.58], [6.87, 0.04, 0.92], [-3.57, -3.55, -1.24], [0.41, 0.33, 3.09], [-0.68, -4.86, 1.93], [-5.92, 0.82, -2.04], [-1.40, -0.07, -4.76], [1.25, 3.76, -3.21], [-2.63, -3.98, -2.40], [-1.33, 3.57, 0.83], [3.97, 2.27, 2.66], [3.95, -3.52, 2.51], [3.23, 2.88, 1.50], [-4.58, 0.13, -2.42], [-0.72, -5.18, 3.45], [-0.39, -0.77, -0.37], [2.68, -2.80, 2.02], [-1.01, 1.30, -5.37], [-1.07, 5.12, 0.71], [0.88, 0.05, -0.57], [3.26, -0.14, -3.64], [-5.38, 3.04, 1.93], [6.09, 0.61, -0.09], [0.80, 1.09, 4.39], [4.76, -0.15, -0.17], [-3.12, -1.90, 3.72], [4.62, 0.57, -4.03], [-5.01, 1.60, 2.20], [2.78, 3.35, -3.29], [-2.69, -2.10, 2.30], [-1.61, -4.78, 3.93], [1.00, 2.14, 4.20], [-3.91, 0.06, -1.57], [3.89, 1.19, 2.57], [-3.18, -2.76, -0.60], [4.11, 2.41, 4.60], [-2.25, -0.45, 0.25], [5.05, 2.38, 2.55], [-1.52, 2.17, -7.00], [-3.77, -4.39, -0.58], [-6.60, 0.81, -2.89], [-6.45, 3.04, 1.71], [-1.63, -1.90, 2.18], [0.90, 0.60, -1.51], [-0.28, -1.38, 0.52], [-1.48, 5.45, -0.25], [4.94, 1.24, -3.23], [0.35, -0.76, 3.10], [-1.65, -4.29, -2.02], [-0.60, -1.48, -1.17], [0.07, 1.26, -5.29], [-1.55, 5.66, 1.52], [-2.87, -3.10, 1.90], [-0.03, 5.43, 0.69], [-1.60, -5.17, 1.44], [0.07, -6.93, 3.40], [4.67, -2.79, 2.88], [4.21, -0.21, 0.76], [3.36, -0.65, -2.69], [2.16, 2.69, 1.54], [-3.09, -0.86, 4.05], [4.50, -4.71, 3.89], [7.68, 0.56, 0.99], [-2.48, -0.09, -4.63], [0.91, 4.33, -4.07], [4.19, 0.46, -0.86], [6.69, 0.72, -0.99], [-5.66, 1.21, 2.97], [1.76, -0.59, -0.51], [-1.02, 1.95, -0.17], [2.77, -2.18, 1.14], [1.22, 0.46, 2.37], [0.64, 2.85, -3.26], [-3.02, -4.79, -3.00], [3.58, 2.45, 0.56], [2.84, 2.68, -4.14], [-4.05, 0.78, -3.12], [1.68, 0.69, 4.90], [2.98, 2.76, -2.39], [-3.29, 0.71, 2.11], [-0.50, -3.80, 1.73], [2.45, 0.59, -3.62], [5.89, 1.64, 0.18], [0.14, -4.84, 4.02], [-4.13, -2.28, 3.87], [-2.41, 3.44, 0.76], [-4.37, -1.41, 1.71], [-5.25, 0.94, 1.36], [3.56, 4.10, -3.32], [4.81, -1.12, -0.67], [-1.50, 2.10, -4.81], [0.05, -5.47, 1.41], [-1.94, -3.05, -3.95], [-1.03, -0.91, -5.36], [-1.04, 3.17, 1.80], [-4.81, 3.34, 1.04], [1.87, -3.51, 1.84], [1.03, 0.82, 0.18], [-0.89, 1.67, 5.02], [4.40, -4.07, 1.68], [-0.88, -0.19, -3.81], [-5.12, 3.76, 2.71], [0.47, 3.97, -1.40], [-0.49, 0.74, 2.63], [2.33, -2.14, 2.81], [-3.88, -1.54, -3.11], [2.98, -0.90, -4.38], [5.70, -0.65, -4.96], [-5.79, 1.85, -1.72], [4.62, 1.10, -4.98], [-4.52, -3.19, -1.62], [3.43, 3.95, 1.39], [-6.35, 0.30, -1.19], [-2.40, -2.34, 4.41]]
}



{
  "formula": "C42H65AsN3O2P2ReSSi2",
  "method": "ωB97M-V/def2-TZVPD",
  "e_homo_ev": [-9.611, -10.002],
  "charge": 1,
  "s2": 0.9196,
  "multiplicity": 2,
  "energy_ha": -5928.046387,
  "largest_force_ev_per_a": 0.81,
  "orbital_gap_ev": [6.160, 6.508],
  "elements": ["Re", "As", "S", "P", "P", "Si", "Si", "O", "O", "N", "N", "N", "C", "C", "C", "C", "C", "C", "C", "C", "C", "C", "C", "C", "C", "C", "C", "C", "C", "C", "C", "C", "C", "C", "C", "C", "C", "C", "C", "C", "C", "C", "C", "C", "C", "C", "C", "C", "C", "C", "C", "C", "C", "C", "H", "H", "H", "H", "H", "H", "H", "H", "H", "H", "H", "H", "H", "H", "H", "H", "H", "H", "H", "H", "H", "H", "H", "H", "H", "H", "H", "H", "H", "H", "H", "H", "H", "H", "H", "H", "H", "H", "H", "H", "H", "H", "H", "H", "H", "H", "H", "H", "H", "H", "H", "H", "H", "H", "H", "H", "H", "H", "H", "H", "H", "H", "H", "H", "H"],
  "coordinates": [[0.02, 0.53, 0.35], [-0.79, -0.63, 2.31], [0.54, -2.97, -0.26], [-0.80, 2.59, 1.25], [0.80, 0.82, -2.14], [0.48, -0.71, 4.32], [-2.50, -2.30, 2.56], [1.10, -3.75, 0.83], [-0.89, -2.90, -0.38], [-1.62, 0.74, -0.73], [2.08, 0.16, 0.98], [1.08, -1.44, -0.19], [-1.71, -0.14, -1.86], [1.41, 0.90, 4.55], [2.19, -1.12, 0.57], [2.62, 0.03, -4.24], [0.15, 4.17, 1.24], [-1.68, -2.00, -3.92], [2.35, -0.01, -2.73], [4.23, 0.07, 1.97], [0.55, 4.56, -0.17], [-1.61, -3.80, 3.22], [-4.41, 3.12, -1.49], [3.30, -1.89, 0.92], [-0.69, -0.92, 5.76], [-2.23, 2.89, 0.19], [-2.53, 1.84, -0.69], [4.33, -1.28, 1.60], [-0.56, -0.29, -2.64], [0.68, -4.88, -3.79], [2.88, -4.03, -3.38], [1.13, -3.63, -1.79], [1.67, 3.24, -3.42], [-3.41, -2.68, 0.99], [-1.55, 2.54, 2.97], [-1.68, 3.88, 3.71], [1.39, 4.10, 2.13], [3.08, 0.74, 1.66], [0.24, -4.33, -2.59], [2.46, -3.48, -2.18], [0.57, 2.19, -3.39], [-3.01, 4.04, 0.22], [-0.81, 2.83, -3.35], [-2.84, -0.90, -2.13], [-2.82, -1.82, -3.17], [-0.55, -1.24, -3.65], [1.67, -2.13, 4.16], [-3.70, -1.60, 3.80], [3.61, 0.47, -2.00], [2.00, -4.74, -4.20], [-2.93, 1.86, 2.92], [-4.11, 4.17, -0.62], [2.49, -5.35, -5.48], [-3.63, 1.98, -1.53], [-1.66, -2.73, -4.72], [-3.73, -0.78, -1.52], [-0.31, 4.74, -0.81], [1.14, 3.75, -0.60], [1.66, -5.69, -6.09], [0.34, -1.41, -4.24], [-1.60, 2.10, -3.52], [-3.88, 1.21, -2.25], [-2.76, 4.85, 0.89], [3.07, -4.64, -6.06], [1.77, -0.23, -4.86], [-3.23, 1.59, 3.93], [2.47, 0.70, 4.71], [-0.73, 4.38, 3.86], [2.45, -1.88, 3.45], [-3.23, -3.72, 0.70], [-0.86, -4.14, 2.50], [-1.24, -1.87, 5.75], [-1.12, -3.64, 4.18], [3.92, -3.91, -3.68], [-0.87, 1.89, 3.53], [-1.42, -0.11, 5.80], [-3.09, -2.07, 0.15], [-4.48, -2.55, 1.15], [0.63, 1.62, -4.32], [-2.93, 0.96, 2.31], [-0.79, -4.42, -2.28], [-2.12, 3.69, 4.69], [1.79, 5.10, 2.30], [2.18, -1.05, -2.45], [1.21, 3.64, 3.10], [-0.53, 4.93, 1.64], [-3.71, -2.41, -3.37], [-4.71, 5.06, -0.60], [-5.26, 3.21, -2.15], [3.50, 0.47, -0.92], [5.21, -1.85, 1.87], [3.13, -6.21, -5.27], [1.57, 3.96, -2.61], [-0.88, 3.58, -4.13], [2.14, -2.33, 5.13], [2.67, 2.82, -3.37], [-4.26, -0.76, 3.39], [3.16, -2.93, -1.57], [5.03, 0.57, 2.50], [-3.67, 2.54, 2.51], [-3.24, -1.28, 4.73], [-0.11, -0.89, 6.69], [-2.35, 4.56, 3.18], [3.34, -2.94, 0.68], [3.42, -0.68, -4.47], [-2.34, -4.60, 3.35], [1.60, 3.80, -4.35], [-0.01, -5.42, -4.41], [1.32, 1.56, 3.68], [4.45, -0.18, -2.25], [-4.42, -2.39, 4.04], [1.19, -3.05, 3.82], [2.93, 1.77, 1.95], [-1.01, 3.32, -2.40], [1.17, 5.46, -0.15], [1.03, 1.44, 5.42], [2.17, 3.53, 1.61], [3.89, 1.48, -2.31], [2.97, 1.01, -4.56]]
}



{
  "formula": "C6H12N2",
  "method": "ωB97M-V/def2-TZVPD",
  "e_homo_ev": -8.271,
  "smiles": "C1CN[C@H]2C[C@H]2CN1",
  "multiplicity": 1,
  "de_lowest_kj_mol": 401.8,
  "energy_ha": -345.174833,
  "largest_force_ev_per_a": 10.02,
  "orbital_gap_ev": 9.348,
  "elements": ["N", "N", "C", "C", "C", "C", "C", "C", "H", "H", "H", "H", "H", "H", "H", "H", "H", "H", "H", "H"],
  "coordinates": [[0.75, 0.14, -1.11], [0.33, -1.04, 1.13], [1.29, 0.05, 1.21], [1.86, 0.33, -0.15], [-0.35, 0.80, -0.95], [-1.34, 0.37, 0.02], [-1.63, 0.02, -1.22], [-1.07, -0.69, 1.15], [-1.47, -0.44, 2.17], [-0.27, 1.77, -1.25], [-1.60, -1.55, 0.97], [2.15, -0.15, 1.85], [2.20, 1.39, -0.48], [0.55, -1.38, 0.08], [0.81, 0.96, 1.61], [-2.60, 0.48, -1.67], [-2.02, 1.21, 0.32], [-1.61, -1.02, -1.54], [2.73, -0.35, -0.54], [1.03, 0.17, -2.02]]
}



{
  "formula": "C6H16N3",
  "method": "ωB97M-V/def2-TZVPD",
  "e_homo_ev": -14.086,
  "smiles": "C[C@@H]1[C@@H](C)[N@H+](C)N1CN",
  "charge": 1,
  "multiplicity": 1,
  "de_lowest_kj_mol": 224.1,
  "energy_ha": -402.130438,
  "largest_force_ev_per_a": 4.52,
  "orbital_gap_ev": 11.479,
  "elements": ["N", "N", "N", "C", "C", "C", "C", "C", "C", "H", "H", "H", "H", "H", "H", "H", "H", "H", "H", "H", "H", "H", "H", "H", "H"],
  "coordinates": [[2.04, 0.03, -1.12], [0.50, 0.59, 0.58], [0.16, -0.81, 0.44], [-1.27, -0.52, -0.05], [-1.75, -1.33, -1.13], [-0.61, 1.06, -0.29], [0.54, -1.62, 1.57], [-1.37, 2.20, 0.38], [1.90, 0.77, 0.07], [-2.71, -0.96, -1.47], [1.64, -1.24, 1.96], [2.59, 0.35, 0.75], [-1.02, 3.12, -0.07], [0.95, -1.02, -0.39], [-1.97, -0.45, 0.81], [2.01, 1.92, -0.13], [-2.40, 2.00, 0.39], [0.77, -2.65, 1.15], [-2.10, -2.27, -0.71], [-0.40, 1.24, -1.29], [-0.98, 2.12, 1.32], [2.97, -0.34, -1.26], [1.65, 0.54, -1.94], [-0.03, -1.45, 2.45], [-1.12, -1.29, -2.03]]
}



{
  "formula": "C48H40ClMoN2O9P2",
  "method": "ωB97M-V/def2-TZVPD",
  "e_homo_ev": [-10.634, -10.925],
  "charge": 1,
  "s2": 2.0162,
  "multiplicity": 3,
  "de_lowest_kj_mol": 203.6,
  "energy_ha": -3850.851708,
  "largest_force_ev_per_a": 3.52,
  "orbital_gap_ev": [6.871, 6.959],
  "elements": ["Mo", "Cl", "P", "P", "O", "O", "O", "O", "O", "O", "O", "O", "O", "N", "N", "C", "C", "C", "C", "C", "C", "C", "C", "C", "C", "C", "C", "C", "C", "C", "C", "C", "C", "C", "C", "C", "C", "C", "C", "C", "C", "C", "C", "C", "C", "C", "C", "C", "C", "C", "C", "C", "C", "C", "C", "C", "C", "C", "C", "C", "C", "C", "C", "H", "H", "H", "H", "H", "H", "H", "H", "H", "H", "H", "H", "H", "H", "H", "H", "H", "H", "H", "H", "H", "H", "H", "H", "H", "H", "H", "H", "H", "H", "H", "H", "H", "H", "H", "H", "H", "H", "H", "H"],
  "coordinates": [[-0.27, 0.47, 0.78], [-7.68, -4.13, -0.46], [0.02, 0.65, -1.69], [1.50, 2.10, 0.14], [-0.46, -5.46, 2.82], [-2.93, 3.47, 0.97], [1.09, -0.23, 3.54], [-2.12, -0.60, 0.60], [0.01, -1.27, 5.20], [0.41, -1.18, 1.06], [-1.22, 2.11, 0.52], [2.53, -1.15, -0.79], [-1.51, -1.71, -1.27], [-1.29, 0.93, 2.74], [0.89, 2.18, -1.47], [-2.29, 1.80, 2.57], [-6.13, -3.35, -0.43], [0.09, -0.43, 4.17], [3.92, 1.37, 1.16], [-3.66, -2.10, -0.39], [-2.22, 2.57, 1.26], [2.90, -0.09, -4.50], [5.29, 1.19, 1.16], [0.03, -3.28, 1.93], [0.30, -4.63, 2.10], [-3.96, -3.04, -1.38], [-1.65, -4.93, 3.39], [1.11, -0.18, -2.90], [-1.20, 0.30, 3.91], [-1.41, 0.94, -4.08], [0.79, 5.27, 2.61], [-3.28, 2.00, 3.51], [1.00, -1.56, -3.11], [-2.56, 1.07, -4.85], [2.22, -4.39, 0.71], [1.95, -3.03, 0.47], [-3.86, 1.42, -2.87], [2.05, 0.55, -3.61], [0.24, 3.41, -2.00], [6.03, 1.47, 0.01], [2.27, 6.05, 0.88], [1.86, -2.19, -4.00], [2.82, -1.46, -4.69], [1.43, -5.18, 1.50], [-2.32, -1.44, -0.39], [1.55, 6.28, 2.05], [-3.78, 1.30, -4.25], [0.75, 4.02, 2.00], [-1.47, 1.04, -2.68], [-2.72, 1.28, -2.09], [-5.19, -3.67, -1.40], [2.24, 4.80, 0.28], [1.46, 3.78, 0.84], [5.38, 1.92, -1.13], [2.81, -2.26, -0.46], [-3.24, 1.26, 4.67], [-2.17, 0.41, 4.88], [0.84, -2.49, 1.12], [4.01, 2.11, -1.13], [4.07, -2.90, -1.00], [-5.86, -2.42, 0.55], [3.28, 1.83, 0.01], [-4.62, -1.79, 0.57], [-0.47, 0.74, -4.57], [3.49, -1.96, -5.38], [0.24, 5.45, 3.52], [3.50, 2.45, -2.03], [2.85, 4.61, -0.59], [-0.01, 3.25, -3.04], [-0.67, 3.66, -1.46], [2.11, 1.63, -3.48], [5.96, 2.13, -2.03], [4.52, -2.22, -1.71], [-2.31, -4.52, 2.62], [5.79, 0.82, 2.05], [3.33, 1.13, 2.05], [3.63, 0.49, -5.05], [-4.81, 1.59, -2.38], [0.93, 4.25, -1.93], [1.60, 7.25, 2.53], [3.85, -3.85, -1.50], [-3.21, -3.26, -2.13], [0.25, -2.12, -2.56], [2.86, 6.84, 0.44], [-2.06, -0.14, 5.80], [-1.43, -4.16, 4.13], [-4.39, -1.05, 1.32], [-4.05, 2.73, 3.31], [3.09, -4.83, 0.24], [1.77, -3.26, -4.15], [-5.43, -4.40, -2.16], [-6.61, -2.18, 1.30], [1.65, -6.23, 1.66], [-2.81, 1.36, -1.02], [4.77, -3.10, -0.19], [0.18, 3.22, 2.46], [-2.49, 0.98, -5.93], [-4.02, 1.36, 5.42], [-2.15, -5.76, 3.88], [0.88, -1.65, 5.34], [-0.82, -2.81, 2.39], [7.10, 1.33, 0.01], [-4.68, 1.39, -4.85]]
}



{
  "formula": "C7H10S2",
  "method": "ωB97M-V/def2-TZVPD",
  "e_homo_ev": [-7.599, -7.509],
  "multiplicity": 1,
  "de_lowest_kj_mol": 479.0,
  "energy_ha": -1068.918164,
  "largest_force_ev_per_a": 4.70,
  "orbital_gap_ev": [6.601, 6.877],
  "elements": ["S", "S", "C", "C", "C", "C", "C", "C", "C", "H", "H", "H", "H", "H", "H", "H", "H", "H", "H"],
  "coordinates": [[-1.65, 3.22, -2.58], [-2.53, 2.07, 0.16], [-2.23, 2.15, -1.49], [-2.23, 0.45, 0.68], [1.88, -1.74, 0.86], [0.97, -1.42, -0.27], [0.03, -0.20, -0.04], [-1.15, -0.41, 0.57], [0.62, 1.17, -0.41], [0.50, 1.54, -1.41], [1.53, -1.88, 1.86], [-1.41, -1.45, 0.78], [-2.96, 0.25, 1.48], [1.55, -0.98, -1.18], [2.35, -2.70, 0.69], [2.68, -1.07, 0.76], [0.15, 1.79, 0.24], [1.55, 1.36, -0.08], [0.33, -2.13, -0.65]]
}